Entry 1:
{"formula": "C16H18ClNO8Sc", "method": "wB97M-V/def2-TZVPD", "symbols": ["Sc", "C", "O", "C", "C", "O", "C", "C", "O", "C", "H", "H", "H", "H", "H", "H", "H", "H", "H", "H", "H", "H", "H", "H", "O", "C", "C", "O", "C", "C", "O", "C", "O", "O", "Cl", "C", "C", "C", "C", "N", "C", "H", "H", "H", "H"], "positions_angstrom": [[0.24, -0.30, -0.06], [1.99, 1.12, 2.27], [0.79, 0.33, 2.03], [0.62, -0.76, 2.95], [1.27, -2.00, 2.37], [0.87, -2.13, 0.98], [-0.05, -3.20, 0.64], [-1.46, -2.75, 0.95], [-1.69, -1.48, 0.33], [-2.63, -1.54, -0.78], [2.87, 0.50, 2.19], [2.02, 1.88, 1.49], [1.90, 1.58, 3.25], [1.05, -0.52, 3.92], [-0.46, -0.89, 3.07], [2.35, -1.93, 2.36], [0.98, -2.89, 2.92], [0.08, -3.35, -0.43], [0.21, -4.11, 1.17], [-2.18, -3.48, 0.60], [-1.61, -2.63, 2.03], [-3.61, -1.84, -0.39], [-2.69, -0.55, -1.21], [-2.26, -2.23, -1.53], [3.10, 0.29, -5.39], [2.57, 0.13, -4.34], [1.28, -0.70, -4.07], [0.66, -1.36, -4.85], [1.07, -0.56, -2.61], [2.00, 0.23, -2.03], [1.91, 0.45, -0.70], [2.96, 0.79, -2.99], [3.87, 1.55, -2.79], [0.11, -1.09, -1.84], [-4.09, 3.10, 1.68], [-2.65, 2.99, 0.73], [-2.11, 4.10, 0.11], [-0.96, 3.94, -0.63], [-0.38, 2.69, -0.72], [-0.91, 1.62, -0.12], [-2.03, 1.76, 0.60], [-2.59, 5.06, 0.21], [-0.50, 4.78, -1.14], [0.54, 2.53, -1.28], [-2.44, 0.88, 1.07]], "total_charge": 1, "e_above_lowest_kcal_mol": 0.00, "e_lumo_ev": -3.527}

---

Entry 2:
{"formula": "C23H26N4O3S", "method": "wB97M-V/def2-TZVPD", "symbols": ["C", "O", "C", "C", "C", "N", "C", "S", "C", "C", "O", "N", "C", "C", "C", "C", "C", "C", "C", "C", "C", "C", "N", "N", "C", "C", "C", "C", "O", "C", "C", "H", "H", "H", "H", "H", "H", "H", "H", "H", "H", "H", "H", "H", "H", "H", "H", "H", "H", "H", "H", "H", "H", "H", "H", "H", "H"], "positions_angstrom": [[-4.87, -2.81, -0.48], [-3.94, -1.85, -0.91], [-4.03, -0.63, -0.21], [-3.00, 0.33, -0.79], [-1.57, -0.15, -0.51], [-0.62, 0.53, -1.33], [-0.03, 1.73, -1.05], [-0.33, 2.62, 0.41], [1.21, 3.59, 0.48], [1.95, 3.38, 1.79], [2.35, 4.32, 2.43], [2.06, 2.08, 2.24], [1.89, 1.72, 3.59], [1.86, 2.76, 4.66], [1.72, 0.38, 3.70], [1.48, -0.44, 4.92], [1.84, -0.17, 2.38], [1.79, -1.48, 1.89], [2.03, -1.69, 0.55], [2.37, -0.63, -0.29], [2.42, 0.67, 0.17], [2.08, 0.90, 1.50], [0.80, 2.08, -1.99], [0.78, 1.11, -2.91], [-0.07, 0.18, -2.54], [-0.33, -1.02, -3.28], [-1.46, -1.90, -3.24], [-1.20, -2.87, -4.14], [-0.01, -2.67, -4.75], [0.52, -1.55, -4.24], [1.84, -1.09, -4.73], [-4.71, -3.70, -1.08], [-5.90, -2.45, -0.63], [-4.74, -3.05, 0.58], [-5.04, -0.21, -0.33], [-3.85, -0.78, 0.86], [-3.14, 1.33, -0.37], [-3.15, 0.39, -1.87], [-1.49, -1.22, -0.70], [-1.31, 0.04, 0.54], [0.95, 4.65, 0.42], [1.78, 3.32, -0.41], [1.08, 3.50, 4.46], [2.81, 3.29, 4.70], [1.66, 2.30, 5.62], [0.52, -0.96, 4.84], [2.26, -1.19, 5.02], [1.46, 0.17, 5.81], [1.59, -2.30, 2.56], [1.99, -2.69, 0.15], [2.61, -0.83, -1.32], [2.74, 1.46, -0.49], [-2.34, -1.82, -2.63], [-1.76, -3.73, -4.45], [2.60, -1.85, -4.56], [1.79, -0.90, -5.80], [2.10, -0.16, -4.22]], "total_charge": 0, "e_above_lowest_kcal_mol": 64.96, "e_lumo_ev": 0.491}

---

Entry 3:
{"formula": "C5H8O", "method": "wB97M-V/def2-TZVPD", "symbols": ["C", "C", "C", "C", "C", "O", "H", "H", "H", "H", "H", "H", "H", "H"], "positions_angstrom": [[-0.91, 1.32, 0.03], [-0.70, -0.09, -0.48], [-0.50, -1.32, 0.38], [0.67, -0.72, -0.42], [1.71, 0.07, 0.27], [2.83, 0.28, -0.17], [-1.95, 1.46, 0.00], [-0.47, 1.47, 1.03], [-0.45, 2.06, -0.62], [-1.17, -0.32, -1.45], [-0.88, -2.32, 0.03], [-0.43, -1.24, 1.46], [1.05, -1.18, -1.30], [1.19, 0.52, 1.23]], "total_charge": 0, "e_above_lowest_kcal_mol": 36.21, "e_lumo_ev": 1.017}

---

Entry 4:
{"formula": "C36H22F2IN8Sc", "method": "wB97M-V/def2-TZVPD", "symbols": ["Sc", "C", "C", "N", "C", "C", "C", "C", "C", "C", "C", "N", "C", "C", "C", "C", "C", "C", "C", "C", "N", "C", "H", "H", "H", "H", "H", "H", "H", "H", "H", "H", "H", "H", "F", "C", "C", "C", "C", "C", "F", "C", "C", "C", "C", "C", "C", "N", "H", "H", "H", "H", "H", "H", "I", "C", "C", "C", "C", "C", "N", "H", "H", "H", "H", "N", "C", "N", "C", "N"], "positions_angstrom": [[0.52, -0.24, -0.15], [-0.47, 0.05, 4.32], [0.13, 0.26, 3.06], [0.07, -0.62, 2.09], [-0.57, -1.81, 2.29], [-1.26, -2.07, 3.48], [-1.18, -1.11, 4.51], [-2.02, -3.26, 3.59], [-2.06, -4.11, 2.52], [-1.32, -3.86, 1.33], [-0.53, -2.74, 1.20], [0.26, -2.35, 0.14], [0.83, -3.25, -0.74], [0.91, -4.62, -0.63], [1.57, -5.40, -1.61], [2.16, -4.85, -2.70], [2.14, -3.43, -2.84], [2.74, -2.75, -3.92], [2.72, -1.39, -3.97], [2.10, -0.69, -2.93], [1.52, -1.29, -1.91], [1.50, -2.66, -1.86], [-0.38, 0.79, 5.09], [0.67, 1.17, 2.86], [-1.69, -1.29, 5.45], [-2.57, -3.47, 4.50], [-2.66, -5.01, 2.57], [-1.41, -4.56, 0.52], [0.49, -5.13, 0.22], [1.60, -6.48, -1.47], [2.65, -5.45, -3.46], [3.21, -3.34, -4.70], [3.17, -0.85, -4.80], [2.08, 0.39, -2.92], [5.08, -1.42, 2.84], [4.49, -0.55, 2.00], [3.24, -0.82, 1.49], [2.63, 0.08, 0.62], [3.32, 1.25, 0.26], [4.58, 1.48, 0.81], [5.27, 2.62, 0.53], [5.19, 0.60, 1.68], [2.66, 2.15, -0.71], [3.28, 3.22, -1.37], [2.56, 3.97, -2.28], [1.23, 3.67, -2.53], [0.68, 2.60, -1.85], [1.37, 1.85, -0.98], [2.74, -1.74, 1.79], [6.16, 0.82, 2.09], [4.31, 3.44, -1.17], [3.04, 4.79, -2.80], [0.63, 4.23, -3.23], [-0.35, 2.29, -2.01], [-3.45, -0.30, 0.50], [-2.61, 1.59, 0.76], [-3.47, 2.69, 0.86], [-2.92, 3.93, 1.07], [-1.54, 4.05, 1.18], [-0.78, 2.91, 1.05], [-1.29, 1.69, 0.83], [-4.54, 2.55, 0.78], [-3.56, 4.80, 1.15], [-1.06, 5.00, 1.36], [0.30, 2.96, 1.12], [-0.98, 0.08, -1.67], [-1.55, -0.02, -2.69], [-2.23, -0.01, -3.76], [-2.05, -0.92, -4.70], [-1.94, -1.67, -5.58]], "total_charge": 0, "e_above_lowest_kcal_mol": 0.00, "e_lumo_ev": -0.251}

---

Entry 5:
{"formula": "C10H28LiN2O3", "method": "wB97M-V/def2-TZVPD", "symbols": ["Li", "C", "C", "O", "H", "H", "H", "H", "H", "H", "C", "C", "C", "O", "C", "N", "H", "H", "H", "H", "H", "H", "H", "H", "H", "H", "H", "C", "C", "C", "O", "C", "N", "H", "H", "H", "H", "H", "H", "H", "H", "H", "H", "H"], "positions_angstrom": [[-22.10, 1.10, 15.35], [-22.15, 4.27, 14.70], [-22.97, 2.99, 14.54], [-22.08, 1.91, 14.19], [-22.76, 5.13, 14.96], [-21.47, 4.43, 13.86], [-21.51, 4.08, 15.56], [-23.78, 3.01, 13.81], [-23.43, 2.95, 15.53], [-22.01, 1.95, 13.23], [-20.85, 1.15, 18.90], [-21.21, 1.68, 17.50], [-20.11, 1.55, 16.37], [-20.69, 2.04, 15.21], [-19.67, 2.63, 14.35], [-22.30, 0.87, 17.00], [-21.72, 0.82, 19.46], [-20.24, 1.87, 19.44], [-20.25, 0.24, 18.77], [-21.50, 2.73, 17.59], [-19.85, 0.49, 16.33], [-19.18, 2.00, 16.71], [-18.85, 3.13, 14.88], [-20.16, 3.40, 13.75], [-19.35, 1.88, 13.63], [-23.17, 1.11, 17.44], [-22.21, -0.06, 17.40], [-24.62, -1.30, 15.40], [-23.34, -0.44, 15.40], [-22.25, -0.92, 14.47], [-21.09, -0.17, 14.85], [-19.86, -0.57, 14.16], [-23.80, 0.85, 15.01], [-25.15, -1.36, 14.45], [-25.32, -1.04, 16.20], [-24.46, -2.36, 15.62], [-23.08, -0.65, 16.44], [-22.53, -0.86, 13.42], [-21.96, -1.91, 14.82], [-20.02, -0.21, 13.14], [-19.75, -1.65, 14.12], [-18.97, -0.09, 14.57], [-24.02, 0.82, 14.03], [-24.74, 0.79, 15.38]], "total_charge": 1, "e_above_lowest_kcal_mol": 257.52, "e_lumo_ev": -2.505}

---

Entry 6:
{"formula": "C4H9O2", "method": "wB97M-V/def2-TZVPD", "symbols": ["C", "C", "O", "O", "H", "H", "H", "C", "C", "H", "H", "H", "H", "H", "H"], "positions_angstrom": [[1.52, -1.34, 1.22], [2.13, -0.25, 0.23], [2.12, -0.56, -0.97], [2.52, 0.76, 0.86], [1.13, -2.18, 0.62], [0.67, -1.05, 1.83], [2.31, -1.71, 1.88], [-1.08, 0.37, -0.21], [-2.01, 1.21, -1.14], [-0.38, 1.02, 0.27], [-1.74, -0.25, 0.37], [-0.44, -0.17, -0.89], [-2.84, 0.57, -1.46], [-1.46, 1.53, -2.02], [-2.45, 2.04, -0.58]], "total_charge": -1, "e_above_lowest_kcal_mol": 9.61, "e_lumo_ev": 3.966}